A cluster of 2 separate species, C6H8N2O2 in total at a distorted geometry, computed with wB97M-V/def2-TZVPD.

Computed properties:
E_tot (eV): -13422.7195
Charge: 0
SMILES: O=C1C=CCC=C1.[H]/N=N/O
LUMO energy (eV): -0.2
Energy above the lowest of the compared OMol25 structures with the same formula, charge and spin (kJ/mol): 449.0
Kohn-Sham gap (eV): 9.5

Structure (XYZ):
```
18
Properties=species:S:1:pos:R:3:lowdin_charge:R:1
O 1.709 -0.396 -1.334 -0.034
C 0.567 0.146 -1.159 -0.374
C 0.526 1.503 -0.561 -0.030
C -0.551 1.856 0.085 -0.057
C -1.854 1.003 0.137 -0.116
C -1.818 -0.043 -1.018 -0.024
C -0.659 -0.533 -1.404 -0.047
H 1.417 2.000 -0.674 0.091
H -0.622 2.863 0.638 0.135
H -1.833 0.445 1.040 0.106
H -2.736 1.662 0.001 0.116
H -2.651 -0.629 -1.238 0.087
H -0.478 -1.498 -1.811 0.117
H 2.829 -0.796 0.163 0.071
N 2.704 -1.233 1.148 0.083
N 1.495 -1.490 1.172 -0.106
O 1.265 -2.039 2.459 -0.102
H 0.689 -2.822 2.357 0.083
```